[1]
{
  "formula": "C21H21HfN5O2",
  "method": "ωB97M-V/def2-TZVPD",
  "elements": ["C", "H", "H", "H", "H", "H", "H", "C", "H", "C", "H", "H", "Hf", "O", "H", "C", "C", "N", "N", "C", "C", "N", "C", "C", "H", "C", "C", "O", "H", "C", "C", "C", "C", "H", "H", "C", "N", "C", "H", "H", "H", "C", "H", "C", "H", "C", "C", "N", "H", "H"],
  "positions_angstrom": [[0.47, 2.17, 2.51], [-4.20, -3.19, -1.58], [-2.35, -0.31, -3.16], [1.19, 4.69, -1.40], [1.22, 2.28, 1.73], [-2.11, -1.56, 1.76], [-4.67, -2.01, -0.30], [3.05, -2.36, -1.31], [4.95, -2.73, -2.02], [-1.44, 1.91, 4.57], [-3.84, -3.56, 0.15], [-2.22, 1.75, 5.32], [0.33, -0.53, -0.74], [2.63, -0.09, 1.90], [1.04, 4.45, 0.39], [0.45, -2.25, 0.97], [-1.73, -0.62, 2.10], [-1.61, -1.55, -0.70], [0.49, 1.65, -0.73], [-2.64, -2.10, -0.74], [0.52, 2.82, -0.80], [-0.76, 0.10, 1.55], [-1.26, -0.38, -3.11], [-0.46, 2.89, 4.65], [2.58, -0.54, -3.63], [-3.91, -2.75, -0.61], [-0.51, 1.19, 2.41], [0.49, -2.94, 1.91], [-0.44, 4.65, -0.63], [0.75, -1.69, -3.39], [1.51, -0.51, -3.40], [4.23, -3.14, -1.30], [1.89, -0.11, 0.99], [4.69, -3.14, -0.31], [1.22, -2.65, -3.62], [0.58, 4.23, -0.60], [-2.17, -0.04, 3.24], [0.89, 0.72, -3.25], [1.48, 1.63, -3.39], [4.00, -4.17, -1.59], [1.23, 3.80, 3.72], [-0.63, -1.62, -3.25], [-1.01, 1.76, -3.15], [-0.50, 0.79, -3.11], [-0.43, 3.55, 5.51], [0.49, 3.01, 3.63], [-1.43, 1.09, 3.47], [2.09, -1.72, -1.12], [-2.89, -0.39, 3.86], [-1.22, -2.53, -3.39]],
  "lowdin_charge": [-0.057, 0.137, 0.150, 0.137, 0.074, 0.117, 0.143, -0.068, 0.139, 0.045, 0.142, 0.147, 1.582, 0.242, 0.133, -0.034, -0.145, 0.044, 0.056, -0.098, -0.087, -0.009, -0.094, -0.001, 0.151, 0.041, -0.220, 0.234, 0.144, -0.083, -0.084, 0.052, -0.046, 0.143, 0.150, 0.044, 0.190, -0.095, 0.150, 0.142, 0.132, -0.089, 0.150, -0.098, 0.139, -0.018, -0.185, 0.017, 0.197, 0.150],
  "homo_ev": -19.66,
  "e_tot_ha": -1283.63010,
  "total_charge": 4
}

=====

[2]
{
  "formula": "C35H38FN3NbO3Si",
  "method": "ωB97M-V/def2-TZVPD",
  "elements": ["H", "H", "N", "O", "C", "H", "C", "C", "C", "C", "H", "C", "C", "H", "H", "C", "N", "C", "C", "C", "C", "F", "H", "H", "C", "H", "C", "H", "H", "Si", "H", "H", "H", "C", "C", "H", "C", "C", "H", "H", "O", "C", "H", "C", "C", "C", "C", "C", "H", "C", "C", "H", "H", "H", "H", "H", "H", "H", "C", "H", "C", "H", "H", "H", "H", "C", "H", "H", "H", "C", "C", "Nb", "C", "H", "H", "H", "O", "C", "C", "H", "N", "C"],
  "positions_angstrom": [[-2.20, -0.46, 9.65], [0.27, 0.62, 6.48], [-1.45, -0.49, 6.02], [3.25, -0.96, -1.30], [-1.56, 0.45, -6.21], [-0.05, -2.53, -2.15], [1.54, -0.49, -5.89], [1.85, -1.87, -6.04], [-3.58, 1.74, -5.98], [0.35, -0.61, 4.39], [3.67, 1.02, 5.27], [-2.26, 1.40, -1.84], [-1.14, 1.22, -7.33], [-2.29, 1.05, 0.37], [5.21, -1.71, -7.01], [3.93, -0.01, -6.45], [2.16, -0.76, 2.79], [-1.04, -0.59, 4.69], [4.49, -0.16, 3.56], [-0.14, -0.96, 2.02], [3.15, -2.30, -6.35], [-3.29, -0.42, 3.78], [3.14, 1.63, 3.58], [0.44, 1.65, -5.73], [3.08, -0.57, 3.86], [-3.81, 3.36, -7.43], [-3.19, 2.51, -7.09], [-2.26, -2.18, 8.03], [4.75, 0.75, -6.62], [0.05, 0.33, -5.40], [-0.10, 1.13, -7.69], [-3.13, 0.01, -4.75], [-1.26, 2.45, -3.58], [-0.03, 2.02, -1.84], [3.52, 0.81, 4.21], [0.88, 2.55, -2.13], [1.72, -0.74, 0.45], [2.59, -0.77, 1.51], [-3.31, 1.45, -2.10], [-0.16, -0.75, 8.52], [-0.46, -1.30, -0.25], [-2.82, -1.25, 7.85], [2.93, -1.25, 4.70], [4.20, -1.40, -6.61], [-0.76, 0.52, 6.83], [-0.76, 0.13, 8.30], [-1.17, 1.89, -2.66], [-1.72, 1.20, -0.52], [-0.86, 0.26, -3.93], [0.39, -1.09, 0.73], [-1.53, -0.86, 2.30], [-0.76, -2.57, -3.81], [1.06, -2.60, -5.86], [0.25, 1.77, 0.32], [-1.77, 2.71, -8.77], [3.65, -0.73, 1.33], [-2.21, -0.91, 1.46], [-2.07, -2.03, -2.47], [-1.94, -0.66, 3.59], [-3.84, -1.37, 8.22], [-0.36, 1.60, -0.55], [3.42, -3.36, -6.43], [4.79, 0.08, 2.52], [5.25, -0.61, 4.21], [-3.19, -1.59, 5.78], [-0.93, -2.14, -2.77], [-0.44, 0.97, 8.91], [-3.44, 0.10, 6.31], [1.08, -0.50, 5.21], [-2.01, 2.21, -7.81], [-2.79, 0.65, -5.57], [-0.81, -0.28, -1.87], [0.79, -0.80, 3.07], [-4.49, 1.99, -5.43], [-2.71, 0.65, 8.51], [2.47, 1.53, -6.03], [1.19, -0.13, -1.77], [-2.80, -0.79, 6.41], [2.13, -0.59, -0.97], [-1.26, 1.51, 6.71], [-2.15, -0.20, 8.66], [2.63, 0.43, -6.14]],
  "lowdin_charge": [0.198, 0.123, -0.081, 0.152, -0.319, 0.056, -0.320, -0.079, -0.071, 0.094, 0.117, -0.177, -0.131, 0.120, 0.138, -0.058, 0.046, -0.099, -0.046, -0.056, -0.063, 0.060, 0.125, 0.024, -0.288, 0.125, -0.042, 0.153, 0.128, 0.754, 0.114, 0.096, 0.131, -0.090, -0.057, 0.161, -0.024, 0.115, 0.144, 0.152, -0.222, -0.069, 0.159, -0.040, -0.115, -0.084, -0.193, -0.200, -0.006, -0.229, 0.098, 0.058, 0.101, 0.143, 0.127, 0.149, 0.131, 0.074, -0.132, 0.154, -0.137, 0.117, 0.112, 0.133, 0.149, -0.224, 0.152, 0.147, 0.119, -0.035, -0.122, 1.734, -0.081, 0.115, 0.190, 0.095, -0.184, -0.135, -0.483, 0.157, 0.052, -0.100],
  "homo_ev": -15.00,
  "e_tot_ha": -2191.74449,
  "total_charge": 3
}

=====

[3]
{
  "formula": "C6H7NS",
  "method": "ωB97M-V/def2-TZVPD",
  "elements": ["C", "H", "C", "H", "C", "H", "H", "C", "S", "N", "C", "H", "H", "C", "H"],
  "positions_angstrom": [[-1.18, 1.39, -0.62], [1.27, 0.44, -2.38], [-0.20, -1.71, 1.14], [-2.38, -0.32, -0.17], [-0.15, 1.63, -1.26], [-1.01, -1.67, 1.87], [-0.27, -2.64, 0.58], [-1.57, 0.30, 0.23], [2.78, 1.47, -0.73], [0.77, -0.33, -0.51], [-0.24, -0.55, 0.21], [0.75, -1.71, 1.67], [2.24, 2.37, 0.10], [0.99, 0.77, -1.39], [-1.81, 0.58, 1.26]],
  "lowdin_charge": [-0.009, 0.093, -0.028, 0.122, -0.034, 0.072, 0.087, -0.121, 0.636, 0.043, -0.315, 0.088, -0.189, -0.562, 0.116],
  "homo_ev": -9.06,
  "e_tot_ha": -685.61657,
  "total_charge": 0
}